Record 1
{"formula": "C5H8ClNO", "method": "wB97M-V/def2-TZVPD", "e_tot_ha": -785.472711, "total_charge": 0, "spin_multiplicity": 1, "relative_energy_kj_mol": 145.2, "species": ["C", "C", "C", "N", "C", "C", "O", "Cl", "H", "H", "H", "H", "H", "H", "H", "H"], "xyz": [[-0.138, -0.730, -1.858], [-0.180, -0.011, -0.743], [-0.615, 1.417, -0.734], [0.116, -0.489, 0.579], [1.256, 0.218, 1.105], [-0.430, -1.299, 1.472], [-0.059, -1.636, 2.537], [-1.963, -1.969, 0.927], [-0.038, -1.865, -1.924], [-0.355, -0.275, -2.780], [-1.482, 1.709, -0.100], [-0.936, 1.823, -1.730], [0.169, 2.048, -0.375], [2.054, -0.018, 0.387], [1.218, 1.262, 1.162], [1.385, -0.185, 2.077]], "forces_ev_per_a": [[0.051, -2.449, 1.037], [-1.818, -0.545, -0.016], [-1.112, 1.481, -0.977], [0.916, 1.605, -0.515], [1.524, -1.510, -0.925], [-2.170, -1.015, -1.441], [1.119, -0.029, 1.710], [-0.783, -0.262, -0.581], [0.276, 1.771, 0.497], [-0.273, 0.678, -0.952], [0.443, -1.003, -0.013], [0.644, -0.712, 0.628], [0.612, 0.567, 0.048], [0.421, 0.063, 0.705], [-0.740, 1.536, 0.043], [0.889, -0.177, 0.750]]}

***

Record 2
{"formula": "C3H10OS2", "method": "wB97M-V/def2-TZVPD", "e_tot_ha": -991.818116, "total_charge": 0, "spin_multiplicity": 1, "relative_energy_kj_mol": 245.5, "species": ["C", "C", "S", "S", "C", "H", "H", "H", "H", "H", "H", "H", "H", "O", "H", "H"], "xyz": [[0.692, -1.690, 1.365], [0.893, -0.486, 0.446], [0.562, -0.611, -1.314], [-1.849, -1.201, -0.734], [-1.818, 0.411, -0.063], [1.691, -2.253, 1.277], [0.604, -1.394, 2.458], [-0.115, -2.404, 1.364], [1.951, -0.164, 0.525], [0.534, 0.531, 0.947], [-1.379, 1.228, -0.756], [-1.494, 0.543, 0.990], [-2.899, 0.824, -0.009], [0.990, 2.615, -2.142], [0.115, 2.292, -2.307], [1.521, 1.759, -2.046]], "forces_ev_per_a": [[2.525, -0.509, 1.833], [0.259, 2.872, 1.639], [-2.646, -1.776, 1.243], [3.248, 0.646, -1.359], [-2.668, 3.791, 0.304], [-1.649, 0.297, 0.337], [0.560, 0.276, -1.196], [-0.485, 0.074, -1.331], [-0.039, -0.744, -0.425], [-0.205, -2.129, -1.312], [-0.298, -1.609, 1.227], [0.204, -0.368, -0.845], [1.191, -0.984, -0.072], [1.926, -1.395, 0.338], [-0.747, -0.283, -0.173], [-1.177, 1.840, -0.207]]}

***

Record 3
{"formula": "C2ClNOS", "method": "wB97M-V/def2-TZVPD", "e_tot_ha": -1064.515656, "total_charge": 0, "spin_multiplicity": 1, "relative_energy_kj_mol": 135.3, "species": ["O", "C", "Cl", "N", "C", "S"], "xyz": [[-0.584, 0.687, 1.325], [-0.892, 0.225, 0.163], [-2.397, 0.100, -0.538], [0.032, -0.527, -0.896], [1.236, -0.161, -0.393], [2.605, -0.323, 0.339]], "forces_ev_per_a": [[-1.618, -2.333, -6.387], [3.265, 0.197, 3.644], [-1.565, 0.420, 0.152], [4.147, 4.530, 4.715], [-3.224, -3.747, -1.250], [-1.004, 0.933, -0.875]]}

***

| no. | HOMO-LUMO gap (eV) |
| --- | --- |
| 1 | 10.57 |
| 2 | 7.72 |
| 3 | 9.48 |